No. 1
ORCA calculation (wB97M-V/def2-TZVPD) on a molecular structure, C5H8MgO5V.

The geometry in XYZ format:
```
20
Properties=species:S:1:pos:R:3:forces:R:3
C 2.1296 -1.0026 0.0060 -2.3 1.2 -1.2
O 3.3631 -1.2078 -0.0503 -1.9 2.1 0.8
O 1.6626 0.1606 -0.0246 -0.1 -0.9 0.5
V 4.3432 -2.6434 -0.2726 2.8 -3.4 -0.6
O -0.3553 -0.7530 1.9206 -0.7 0.2 0.0
C -1.3683 -1.6557 1.9394 1.7 -0.8 -0.6
C -2.0572 -1.7560 0.6328 -2.2 1.8 1.0
O -1.9410 -0.6992 -0.0483 0.9 -1.1 0.4
C -2.6583 -0.1837 -1.2041 -0.3 0.0 -0.9
C -2.4815 1.3334 -1.0672 -0.1 0.4 0.1
O -1.1844 1.6569 -0.7298 0.0 -0.5 0.4
Mg -0.1694 0.6682 0.5651 0.1 0.0 -0.3
H -2.1960 -1.4800 2.6692 -0.1 0.0 -0.3
H -1.0479 -2.6976 2.1775 0.0 0.2 0.2
H -2.9001 -2.4330 0.4404 0.4 -0.2 -0.3
H 1.3688 -1.8840 -0.1047 1.5 1.1 0.6
H -3.6919 -0.5449 -1.1637 0.2 0.1 -0.1
H -2.1120 -0.5747 -2.0704 -0.2 0.1 0.2
H -3.2182 1.6916 -0.3195 0.1 -0.1 -0.2
H -2.7904 1.7640 -2.0397 0.1 -0.1 0.2
```
Positions in Å, forces in eV/Å.

Values from the calculation:
Electronic energy: -1715.2988 hartree
Spin multiplicity: 5
Highest occupied orbital energy (spin up / spin down): -10.603 / -12.300 eV
Kohn-Sham gap (spin up / spin down): 5.64 / 7.33 eV
Total charge: +1
Maximum force: 4.5 eV/Å
ΔE to the lowest compared entry with this formula, charge and spin: 0.0 kJ/mol
⟨S²⟩: 6.005

No. 2
ORCA calculation (wB97M-V/def2-TZVPD) on a molecular structure, C9H17Cl2FeNO2.

The geometry in XYZ format:
```
32
Properties=species:S:1:pos:R:3:forces:R:3
Fe -1.2696 0.2647 0.8838 0.3 1.5 -1.3
Cl -2.5196 0.6287 -0.8175 -1.1 0.6 -1.5
Cl -0.6322 1.7191 2.3309 0.7 1.7 1.1
C -2.0323 -1.1375 1.8970 -0.6 -1.9 0.9
H -1.7774 -1.0417 2.9531 -0.4 -0.1 0.0
H -3.0786 -1.3295 1.6573 0.0 -0.2 0.4
C 0.0101 -1.1814 0.5122 1.4 1.0 -1.1
C -1.0212 -2.0387 1.1118 -1.3 -1.6 1.2
H 0.6056 -0.5846 1.2519 0.1 -0.9 -0.2
C -1.7790 -2.9587 0.1128 0.6 0.3 -0.1
H -0.4918 -2.6930 1.8214 -0.2 -0.4 0.3
C -0.8293 -3.6214 -0.9007 -0.4 -0.1 0.5
H -2.2998 -3.7413 0.6901 0.0 0.4 -0.2
H -2.5219 -2.3638 -0.4470 0.2 -0.1 0.3
C 0.0243 -2.5917 -1.6195 0.0 0.4 0.4
H -0.1679 -4.3188 -0.3636 -0.1 0.0 -0.1
H -1.4303 -4.2191 -1.5939 0.1 0.0 -0.1
C 0.8398 -1.7756 -0.5849 0.3 -0.1 -0.3
H 0.7012 -3.1165 -2.2975 0.1 0.1 -0.1
H -0.6240 -1.9282 -2.2099 0.2 0.0 0.1
H 1.5722 -2.4852 -0.1376 0.0 0.1 -0.2
H 1.4101 -0.9755 -1.0758 0.0 -0.3 0.0
N 1.3420 4.9796 -0.9124 0.5 2.0 -0.3
C 2.0764 4.3763 0.2207 -0.4 -0.5 0.3
C 1.9206 2.8505 -0.0425 0.4 -1.9 0.5
O 2.6273 2.1062 0.6574 -0.6 1.0 -0.8
O 1.0702 2.5721 -0.9484 0.6 0.8 0.4
H 2.0400 5.3208 -1.5815 -0.6 -0.2 -0.1
H 0.7678 5.7704 -0.6215 -0.1 -0.2 -0.2
H 0.7901 4.1603 -1.3115 0.1 -1.0 0.2
H 3.1097 4.7108 0.2153 0.0 -0.1 0.1
H 1.5673 4.6427 1.1500 0.2 -0.1 -0.1
```
Positions in Å, forces in eV/Å.

Values from the calculation:
Electronic energy: -2742.4851 hartree
Spin multiplicity: 6
Highest occupied orbital energy (spin up / spin down): -2.588 / -3.766 eV
Kohn-Sham gap (spin up / spin down): 4.54 / 5.72 eV
Total charge: -1
Maximum force: 2.4 eV/Å
⟨S²⟩: 8.766